The following is a DFT calculation (ωB97M-V/def2-TZVPD) of a 8-piece molecular cluster, C12H40O8 overall.

Values from the calculation:
**Energy relative to the best compared isomer or geometry (same formula, charge and spin)**: 5.986 eV
**E**: -29467.2905 eV
**SMILES string**: CC(C)O.CC(C)O.CO.CO.CO.CO.CO.CO
**Total charge**: 0

Each line ends with the Mulliken charge.
Positions of all 60 atoms, in Å:
C: -0.647 -0.162 4.673  -0.500
O: -0.736 0.814 3.681  -0.521
H: -0.629 0.396 5.607  0.257
H: 0.199 -0.798 4.587  0.188
H: -1.600 -0.726 4.667  0.239
H: -0.873 0.432 2.857  0.354
C: -0.377 1.313 -3.626  -0.910
O: -0.915 0.329 -2.745  -0.241
H: 0.731 1.277 -3.617  0.289
H: -0.696 2.286 -3.306  0.326
H: -0.803 1.183 -4.627  0.369
H: -0.353 0.307 -1.937  0.362
C: -1.796 -1.358 0.617  -0.724
O: -0.676 -0.801 1.326  -0.318
H: -2.174 -0.756 -0.159  0.231
H: -2.584 -1.562 1.339  0.336
H: -1.541 -2.330 0.144  0.205
H: -0.004 -0.455 0.712  0.219
C: 0.031 -2.607 -2.931  -0.240
O: 0.200 -1.767 -4.057  -0.698
H: -1.011 -2.847 -2.653  0.236
H: 0.322 -1.948 -2.103  -0.214
H: 0.638 -3.435 -3.084  0.443
H: -0.320 -1.028 -3.902  0.353
C: 1.920 -3.518 0.178  -0.014
O: 3.284 -3.768 0.252  -0.540
H: 1.434 -4.078 -0.685  0.251
H: 1.938 -2.473 -0.131  -0.317
H: 1.375 -3.642 1.126  0.256
H: 3.707 -3.004 -0.149  0.310
C: 0.417 1.692 -0.009  -0.553
O: 0.776 0.384 -0.491  -0.306
H: 1.089 1.788 0.920  0.171
H: -0.632 1.785 0.209  0.117
H: 0.664 2.452 -0.747  0.375
H: 1.706 0.503 -0.800  0.194
C: 2.651 -0.530 2.390  -0.140
C: 3.904 0.297 2.490  0.336
C: 5.184 -0.573 2.382  -1.345
O: 3.977 1.186 1.617  -0.531
H: 2.454 -1.182 3.260  0.483
H: 2.646 -1.064 1.491  -0.178
H: 1.750 0.069 2.419  -0.179
H: 3.873 0.726 3.513  0.273
H: 5.150 -1.238 1.568  0.275
H: 5.216 -1.200 3.279  0.352
H: 6.047 0.084 2.277  0.363
H: 3.591 2.029 1.853  0.382
C: -5.192 2.827 -2.255  -1.453
C: -3.844 2.131 -2.034  0.712
C: -3.451 2.247 -0.504  -0.655
O: -3.658 0.965 -2.446  -0.553
H: -6.022 2.282 -1.875  0.366
H: -5.325 2.965 -3.348  0.353
H: -5.095 3.747 -1.760  0.390
H: -3.045 2.609 -2.566  -0.016
H: -3.220 3.318 -0.216  0.364
H: -2.638 1.583 -0.180  -0.323
H: -4.299 1.996 0.123  0.394
H: -2.716 0.846 -2.610  0.342